(1)
C5H4N2 | the ωB97M-V functional and the def2-TZVPD basis

Computed properties:
Energy   -8227.69382 eV
Highest occupied orbital energy   -8.927 eV

Structure (ORCA input):
```
! RIJCOSX wB97M-V def2-TZVPD def2/J DEFGRID3
* xyz 0 1
C -0.860 -0.809 2.601
C -0.485 -0.448 1.514
C -0.017 -0.023 0.232
C 1.219 0.597 -0.092
N 1.329 0.832 -1.388
N 0.180 0.375 -1.907
C -0.658 -0.142 -0.987
H -1.192 -1.141 3.564
H 2.015 0.870 0.589
H 0.024 0.462 -2.895
H -1.623 -0.551 -1.246
*
```

---

(2)
C5H4N2 | the ωB97M-V functional and the def2-TZVPD basis

Computed properties:
Energy   -8225.05478 eV
Highest occupied orbital energy   -9.520 eV

Structure (ORCA input):
```
! RIJCOSX wB97M-V def2-TZVPD def2/J DEFGRID3
* xyz 0 1
H -1.947 0.675 2.238
N -1.392 0.752 1.398
C -0.424 -0.063 1.262
C 0.350 0.094 -0.007
C -0.334 -0.012 -1.275
C -0.799 -0.184 -2.372
C 1.763 -0.173 0.035
N 1.535 1.057 0.095
H -0.037 -0.914 1.956
H -1.224 -0.278 -3.345
H 2.509 -0.956 0.015
*
```

---

(3)
C5H4N2 | the ωB97M-V functional and the def2-TZVPD basis

Computed properties:
Energy   -8224.96931 eV
Highest occupied orbital energy (spin up / spin down)   -9.348 / -9.349 eV

Structure (ORCA input):
```
! RIJCOSX wB97M-V def2-TZVPD def2/J DEFGRID3
* xyz 0 1
C -0.685 -2.248 2.186
C -0.498 -1.159 1.572
C -0.162 -0.232 0.644
C -0.501 -0.265 -0.816
C 0.178 0.970 -1.314
N 0.915 1.513 -0.417
N 0.733 0.767 0.738
H 0.107 -1.151 -1.043
H -1.525 -0.473 -1.127
H 0.109 1.411 -2.303
H 1.320 0.956 1.535
*
```

---

(4)
C5H4N2 | the ωB97M-V functional and the def2-TZVPD basis

Computed properties:
Energy   -8227.09219 eV
Highest occupied orbital energy   -8.946 eV

Structure (ORCA input):
```
! RIJCOSX wB97M-V def2-TZVPD def2/J DEFGRID3
* xyz 0 1
C 2.780 -0.523 0.246
C 1.585 -0.416 0.363
C 0.228 -0.072 0.240
C -0.225 1.167 -0.281
N -1.532 1.161 -0.456
N -1.917 -0.062 -0.058
C -0.901 -0.844 0.357
H 3.515 -0.280 -0.472
H 0.378 2.028 -0.546
H -2.894 -0.296 -0.084
H -1.018 -1.864 0.691
*
```

---

(5)
C5H4N2 | the ωB97M-V functional and the def2-TZVPD basis

Computed properties:
Energy   -8225.07971 eV
Highest occupied orbital energy   -9.594 eV

Structure (ORCA input):
```
! RIJCOSX wB97M-V def2-TZVPD def2/J DEFGRID3
* xyz 0 1
C 0.333 -0.113 -2.297
C -0.200 0.260 -1.197
C -0.292 0.249 0.137
C 0.656 0.832 1.063
N 0.417 0.417 2.266
N -0.674 -0.464 2.234
C -1.077 -0.592 1.008
H 0.474 -0.085 -3.379
H 0.873 -0.711 -1.469
H 1.496 1.474 0.820
H -1.889 -1.252 0.727
*
```

---

(6)
C5H4N2 | the ωB97M-V functional and the def2-TZVPD basis

Computed properties:
Energy   -8223.36424 eV
Highest occupied orbital energy (spin up / spin down)   -8.588 / -8.586 eV

Structure (ORCA input):
```
! RIJCOSX wB97M-V def2-TZVPD def2/J DEFGRID3
* xyz 0 1
C 1.828 0.325 -0.315
C 1.439 -0.573 0.419
C 0.067 -0.704 0.904
C -0.846 -1.151 -0.074
C -1.195 0.036 -0.720
N -0.719 1.116 -0.086
N -0.277 0.624 1.113
H 2.160 1.157 -0.891
H -1.158 -2.158 -0.304
H -1.695 0.151 -1.673
H 0.397 1.179 1.628
*
```

---

(7)
C5H4N2 | the ωB97M-V functional and the def2-TZVPD basis

Computed properties:
Energy   -8226.37963 eV
Highest occupied orbital energy   -10.026 eV

Structure (ORCA input):
```
! RIJCOSX wB97M-V def2-TZVPD def2/J DEFGRID3
* xyz 0 1
C -2.102 -0.835 -0.663
C -1.073 -0.221 -0.635
C 0.017 0.700 -0.570
N 0.261 1.376 0.693
C 1.198 0.348 0.266
C 1.300 -1.004 0.778
N 1.521 -2.117 1.008
H -3.040 -1.324 -0.706
H 0.182 1.296 -1.459
H -0.406 1.048 1.387
H 2.142 0.733 -0.100
*
```

---

(8)
C5H4N2 | the ωB97M-V functional and the def2-TZVPD basis

Computed properties:
Energy   -8221.91684 eV
Highest occupied orbital energy (spin up / spin down)   -6.008 / -9.782 eV

Structure (ORCA input):
```
! RIJCOSX wB97M-V def2-TZVPD def2/J DEFGRID3
* xyz 0 3
C 2.546 0.121 0.007
C -0.795 0.660 0.197
C 0.109 1.282 -0.548
C 0.048 -0.552 0.512
C 1.184 0.032 -0.283
N 3.665 0.213 0.243
N 0.442 -1.116 -0.766
H -1.813 0.875 0.457
H 0.197 2.147 -1.164
H 0.097 -1.101 1.437
H 0.964 -1.986 -0.683
*
```

---

(9)
C5H4N2NdO4S | the ωB97M-V functional and the def2-TZVPD basis

Computed properties:
Energy   -42499.51751 eV
Highest occupied orbital energy (spin up / spin down)   -20.992 / -20.994 eV

Structure (ORCA input):
```
! RIJCOSX wB97M-V def2-TZVPD def2/J DEFGRID3
* xyz 3 4
Nd 0.023 0.940 -0.548
O 0.990 -4.532 2.017
C 0.950 -3.535 1.481
C -1.116 0.531 -2.705
O -1.697 0.425 -3.703
C 0.933 2.629 0.999
O 1.289 3.494 1.713
C 2.280 -0.080 -1.220
O 3.308 -0.381 -1.619
N -4.185 -0.734 2.462
C -3.596 0.283 1.836
N -4.265 1.444 1.787
S -1.922 0.003 1.122
H -5.078 -0.676 2.942
H -3.702 -1.626 2.522
H -3.793 2.202 1.301
H -5.170 1.544 2.253
*
```

---

(10)
C5H4N2O | the ωB97M-V functional and the def2-TZVPD basis

Computed properties:
Energy   -10269.61222 eV
Highest occupied orbital energy   -10.433 eV

Structure (ORCA input):
```
! RIJCOSX wB97M-V def2-TZVPD def2/J DEFGRID3
* xyz 0 1
C 0.376 -0.831 0.048
C 0.315 0.674 -0.293
C 0.495 1.220 1.089
C -1.035 -0.203 -0.331
C -1.404 -0.305 -1.737
H 1.674 -0.698 1.602
H 0.636 -1.638 -0.812
H 0.656 1.373 -1.011
H -1.779 0.493 0.548
N 0.984 1.399 2.334
N -1.486 -0.462 -2.991
O 0.569 -1.022 1.554
*
```

---

(11)
C5H4N2O2 | the ωB97M-V functional and the def2-TZVPD basis

Computed properties:
Energy   -12321.29271 eV
Highest occupied orbital energy   -9.783 eV

Structure (ORCA input):
```
! RIJCOSX wB97M-V def2-TZVPD def2/J DEFGRID3
* xyz 0 1
O -0.231 2.073 -0.529
C -0.686 0.989 -0.148
C -2.144 0.700 0.234
N -2.329 -0.574 0.338
C -1.040 -1.209 0.145
C -0.086 -0.380 -0.214
C 1.318 -0.701 -0.653
N 2.410 -0.297 -0.177
O 2.202 0.645 0.861
H -2.966 1.415 0.219
H -0.979 -2.285 0.194
H 1.440 -1.391 -1.441
H 3.091 1.015 1.172
*
```

---

(12)
C5H4N4 | the ωB97M-V functional and the def2-TZVPD basis

Computed properties:
Energy   -11210.50038 eV
Highest occupied orbital energy   -9.470 eV

Structure (ORCA input):
```
! RIJCOSX wB97M-V def2-TZVPD def2/J DEFGRID3
* xyz 0 1
C 2.067 -0.661 0.023
N 2.204 0.678 -0.010
C 1.100 1.401 -0.025
C -0.167 0.790 0.030
N -1.484 1.232 0.033
C -2.198 0.146 -0.007
N -1.452 -1.030 0.000
C -0.144 -0.618 -0.020
N 0.939 -1.389 0.002
H 3.024 -1.206 0.068
H 1.165 2.489 -0.039
H -3.279 0.138 -0.023
H -1.774 -1.969 -0.032
*
```

---

Q: Which value of energy does entry 11 give?
A: -12321.29271 eV

---

Q: Which formula does entry 10 have?
A: C5H4N2O

---

Q: What is the formula in the eleventh record?
A: C5H4N2O2